1.
108
Properties=species:S:1:pos:R:3:forces:R:3 method="wB97M-V/def2-TZVPD" charge=+2 total_energy_ev=-236816.91299 homo_lumo_gap_ev="4.3300 / 4.2832"
Pb 0.0708 -0.1722 0.1558 0.9 -0.4 -1.0
Cl 0.0742 6.5463 -3.3414 0.0 0.0 0.0
C 0.3540 4.9544 -2.7363 0.0 -0.1 -0.1
C 0.8274 3.9531 -3.5949 0.0 0.0 0.0
C 1.0708 2.6875 -3.1196 0.1 -0.2 0.0
C 0.8537 2.3433 -1.7696 -0.1 0.2 -0.1
O 1.1699 1.1403 -1.3541 -0.1 -0.3 0.3
C 0.3328 3.3522 -0.9209 0.0 -0.1 -0.2
C 0.0167 3.1436 0.4519 -0.1 0.0 0.1
N 0.0210 2.0288 1.1097 -0.2 -0.2 0.1
C -0.2131 2.0512 2.5035 0.1 0.2 0.1
C 0.0973 3.1173 3.3147 0.1 0.0 -0.1
C -0.2118 3.1140 4.6889 0.0 0.0 0.0
C -0.8084 2.0306 5.2657 0.0 0.1 0.0
C -1.0722 0.8835 4.4851 0.0 -0.1 -0.1
C -1.6417 -0.2917 5.0245 0.0 0.0 0.0
C -1.8422 -1.3872 4.2314 0.0 0.0 0.1
C -1.4521 -1.3180 2.8887 0.0 0.1 -0.1
N -0.9408 -0.2284 2.3540 -0.2 -0.1 -0.2
C -0.7520 0.8844 3.1082 0.0 -0.1 0.1
C 0.1071 4.6519 -1.4276 0.0 0.1 0.1
H 0.9995 4.1910 -4.6373 0.0 0.0 0.0
H 1.4337 1.9112 -3.7841 0.0 0.0 0.0
H -0.2865 4.0469 0.9842 0.0 0.0 0.1
H 0.6054 3.9801 2.9024 0.0 0.0 0.0
H 0.0250 3.9876 5.2815 0.0 0.0 0.0
H -1.0698 2.0285 6.3167 0.0 0.0 0.0
H -1.9069 -0.3082 6.0756 0.0 0.0 0.0
H -2.2743 -2.2989 4.6205 0.0 0.0 0.0
H -1.5634 -2.1751 2.2318 0.0 0.0 0.0
H -0.2667 5.4253 -0.7653 0.0 -0.1 0.0
N -1.7475 -0.2364 -8.0892 0.0 -0.1 0.1
C -1.4176 -0.8073 -6.8990 0.0 0.0 0.0
C -2.1665 -1.8851 -6.3943 0.0 0.0 -0.1
C -1.8590 -2.4421 -5.1749 0.1 0.0 0.0
C -0.7844 -1.9425 -4.4473 0.0 0.1 0.3
C -0.0258 -0.8799 -4.9297 0.0 0.0 0.0
C -0.3327 -0.3170 -6.1478 0.0 0.0 0.0
S -0.4402 -2.5650 -2.8572 0.3 -0.1 -0.1
O 0.9992 -2.6770 -2.6992 0.1 0.3 0.0
O -1.2088 -3.7520 -2.6257 -0.2 0.0 0.0
N -0.8314 -1.3977 -1.7824 -0.2 0.3 0.1
C -2.0573 -0.8588 -1.6919 -0.2 -0.1 0.0
N -2.1526 0.0441 -0.6794 0.4 0.0 0.1
C -3.3271 0.6378 -0.4471 0.1 0.2 0.2
C -4.4320 0.3605 -1.2103 0.0 0.0 0.0
C -4.2481 -0.5695 -2.2344 0.2 -0.1 -0.1
N -3.0944 -1.1678 -2.4819 0.0 -0.1 0.0
H -2.4868 -0.6161 -8.6498 0.0 0.0 0.0
H -1.1825 0.4876 -8.4883 0.0 0.0 0.0
H -2.9928 -2.2722 -6.9791 0.0 0.0 0.0
H -2.4303 -3.2670 -4.7705 0.0 0.0 0.0
H 0.8040 -0.5146 -4.3322 0.0 0.0 -0.1
H 0.2533 0.5044 -6.5441 0.0 0.0 0.0
H -3.3598 1.3426 0.3765 0.0 0.0 0.0
H -5.3843 0.8332 -1.0254 0.0 0.0 0.0
H -5.0709 -0.8521 -2.8834 0.0 0.0 0.0
C 0.5626 -5.0406 -0.4348 0.0 -0.1 -0.1
O 0.7968 -3.6622 -0.0348 0.0 0.1 0.3
C 1.9960 -3.1863 -0.2952 -0.3 0.0 -0.1
O 2.8827 -3.7716 -0.8598 0.1 0.0 0.1
C 2.2583 -1.8692 0.3835 -0.7 1.0 -0.3
C 3.3268 -0.9565 -0.1475 0.3 -0.2 0.2
As 5.0914 -2.0088 0.4370 -0.2 0.0 0.0
C 6.5969 -0.8120 0.0508 0.0 0.0 0.0
C 4.8798 -1.5010 2.3169 0.3 0.2 0.1
C 3.7539 -1.5545 3.0125 -0.5 -0.3 0.0
As 1.9633 -2.0732 2.3425 0.5 -0.1 0.6
C 2.2325 -4.0000 2.6139 0.0 0.0 -0.2
C 3.7279 -1.5301 4.5287 0.1 -0.1 -0.1
O 3.8350 -2.5846 5.1002 0.0 0.1 0.0
O 3.5168 -0.4111 5.2015 0.0 0.2 0.0
C 3.4608 0.8657 4.5376 0.0 -0.1 0.0
C 6.1430 -0.9981 2.9836 -0.1 0.0 0.0
O 6.3370 0.1896 3.0466 0.0 0.0 0.0
O 7.0224 -1.8672 3.4532 0.0 -0.1 -0.1
C 6.7416 -3.2842 3.4376 -0.1 0.0 0.1
C 3.3065 0.3819 0.5996 -0.2 0.2 0.0
O 2.4095 0.6632 1.3626 0.1 -0.1 0.2
O 4.3342 1.1617 0.3649 0.1 -0.1 -0.2
C 4.4149 2.4190 1.0881 0.0 0.0 0.1
H -0.3753 -5.3240 0.0297 0.0 0.1 0.0
H 1.3800 -5.6673 -0.0880 0.0 0.0 0.1
H 0.4723 -5.0960 -1.5137 0.0 0.1 0.0
H 6.8576 -0.8348 -1.0054 0.0 -0.1 0.0
H 7.4311 -1.2643 0.5957 0.0 0.0 0.0
H 6.4728 0.2059 0.4015 0.0 0.0 0.0
H 3.0116 -4.4031 1.9680 0.0 0.0 0.0
H 1.2954 -4.5262 2.4538 0.0 0.0 -0.1
H 2.5321 -4.1176 3.6528 0.1 0.1 0.1
H 2.9778 1.5380 5.2385 0.0 0.0 0.1
H 2.8790 0.8103 3.6193 0.0 0.0 0.0
H 4.4680 1.2161 4.3276 0.1 0.0 0.0
H 7.6367 -3.7605 3.8197 0.1 0.0 0.0
H 6.5532 -3.6401 2.4260 0.0 0.0 -0.1
H 5.8983 -3.5168 4.0836 0.0 0.1 0.0
H 4.9173 2.2349 2.0346 0.0 -0.1 0.0
H 3.4204 2.8224 1.2520 0.0 0.0 -0.1
H 5.0099 3.0814 0.4680 0.0 0.0 0.0
C 4.3009 0.6708 -2.3986 -0.3 0.1 0.0
S 3.2129 -0.7148 -2.0097 0.3 -0.3 0.1
C 4.2529 -1.9977 -2.7380 -0.2 -0.1 -0.1
H 5.2819 0.5575 -1.9526 0.0 0.0 0.0
H 3.8209 1.5905 -2.0840 0.0 0.0 0.0
H 4.3690 0.6553 -3.4876 0.0 0.0 0.0
H 4.3261 -1.7320 -3.7928 0.0 0.1 0.0
H 3.7462 -2.9500 -2.6341 0.0 0.0 0.0
H 5.2407 -2.0174 -2.2900 0.1 0.0 0.0

2.
106
Properties=species:S:1:pos:R:3:forces:R:3 method="wB97M-V/def2-TZVPD" charge=+1 de_lowest_kcal_mol=66.16 total_energy_ev=-165853.40112 homo_lumo_gap_ev=5.5898
Cs -0.4871 1.1673 -0.6670 -0.1 -0.9 3.4
C -2.4272 -4.5939 0.9116 0.0 0.1 0.0
C -1.8366 -3.3177 0.3685 -0.1 -0.1 0.3
N -1.9614 -2.1697 0.9051 0.1 0.0 -0.2
N -2.6860 -2.0170 2.0307 -0.1 -0.3 0.0
C -2.7315 -0.7835 2.6250 0.1 0.1 -0.1
N -3.5917 -0.6978 3.6638 0.1 -0.1 0.0
S -1.8213 0.4881 2.0987 -0.5 0.1 1.0
C -1.0539 -3.3358 -0.8947 0.0 0.1 -0.2
C -1.3215 -4.2847 -1.8803 0.0 0.0 0.1
C -0.6187 -4.2292 -3.0710 0.1 0.0 0.0
C 0.3293 -3.2343 -3.2415 0.0 0.0 0.0
C 0.5312 -2.3369 -2.2014 -0.1 0.1 -0.2
N -0.1365 -2.3803 -1.0569 -0.3 0.0 -0.1
H -2.2991 -4.6431 1.9947 0.0 0.0 0.0
H -3.4964 -4.6670 0.6913 0.0 0.0 0.0
H -1.9314 -5.4639 0.4902 0.0 0.0 0.0
H -3.2200 -2.7810 2.4215 0.0 -0.1 -0.1
H -4.0322 -1.5038 4.0743 0.0 0.0 0.0
H -3.5670 0.1558 4.1938 0.0 0.0 0.0
H -2.0823 -5.0382 -1.7303 0.0 0.0 0.0
H -0.8151 -4.9496 -3.8548 0.0 0.0 0.0
H 0.9018 -3.1515 -4.1553 0.0 0.0 0.0
H 1.2601 -1.5379 -2.2956 0.0 -0.1 -0.1
C -0.6086 2.9561 -8.4595 -0.1 0.0 0.0
C -1.8583 2.9284 -7.5885 0.1 0.0 -0.1
N -1.6794 2.1216 -6.3826 0.0 0.1 0.0
C -1.2073 2.7392 -5.2595 0.0 -0.1 0.0
C -0.9665 2.1382 -4.0747 0.0 0.0 0.1
C -0.4941 3.0292 -2.9154 0.0 0.5 -0.8
O -1.2079 4.0254 -2.7288 0.0 0.0 0.0
O 0.5250 2.6573 -2.2931 0.8 1.3 -1.6
C -1.2760 0.7433 -3.9075 0.0 0.0 -0.3
O -1.1616 0.1197 -2.8473 -0.6 -0.7 -1.8
C -1.7918 0.0854 -5.1271 0.0 0.1 0.0
C -2.1288 -1.2627 -5.0714 0.0 -0.1 0.1
C -2.5784 -1.9238 -6.1793 0.0 0.0 0.1
F -2.9247 -3.2311 -6.0548 0.0 0.0 0.0
C -2.6997 -1.2813 -7.4169 0.1 0.0 0.0
C -2.3696 0.0627 -7.4743 0.0 0.0 -0.1
C -1.9522 0.7758 -6.3411 0.0 -0.1 0.1
N -3.1052 -1.9346 -8.6136 -0.1 0.0 -0.1
C -3.1621 -3.3915 -8.6853 0.1 0.1 0.0
C -3.3746 -3.7817 -10.1602 0.0 -0.1 0.1
N -2.8887 -2.6426 -11.0038 0.0 0.0 0.0
C -3.8199 -1.4704 -10.8755 -0.1 0.1 0.1
C -4.1890 -1.3473 -9.3887 0.0 -0.1 0.0
H -0.7749 3.5713 -9.3439 0.0 0.0 0.0
H -0.3282 1.9511 -8.7793 0.0 0.0 0.0
H 0.2278 3.3765 -7.9016 0.0 0.0 0.0
H -2.7162 2.5491 -8.1412 -0.1 0.0 0.0
H -2.1169 3.9357 -7.2662 0.0 0.0 0.0
H -1.0406 3.8046 -5.3573 0.0 0.0 0.0
H -2.0426 -1.7786 -4.1237 0.0 0.0 0.0
H -2.4016 0.5585 -8.4345 0.0 0.0 0.0
H -3.9696 -3.8255 -8.0896 0.0 0.0 0.0
H -2.2206 -3.7985 -8.3235 0.0 0.0 0.0
H -4.4239 -3.9326 -10.4048 0.0 0.0 0.0
H -2.8248 -4.6829 -10.4191 0.0 0.0 0.0
H -2.7632 -2.9124 -11.9783 0.0 0.0 0.0
H -1.9851 -2.3512 -10.6220 0.0 0.0 -0.1
H -4.6912 -1.6564 -11.5004 0.0 0.0 0.0
H -3.2934 -0.5930 -11.2455 0.0 0.0 0.0
H -5.1365 -1.8627 -9.1878 0.0 0.0 0.0
H -4.3305 -0.3033 -9.1304 0.0 0.0 0.0
C 2.4009 0.7500 2.6002 0.0 0.0 0.1
O 2.4193 -0.2548 1.5934 0.0 0.0 -0.1
C 3.5574 -0.9910 1.4746 0.0 0.0 0.2
C 4.7133 -0.7956 2.2027 -0.1 0.1 0.0
C 5.7876 -1.6487 1.9807 0.1 -0.1 0.0
Br 7.3766 -1.3868 2.9804 0.0 0.0 0.0
C 5.7148 -2.6805 1.0808 0.0 0.0 0.0
C 4.5332 -2.8968 0.3570 -0.1 0.1 0.0
C 3.4609 -2.0326 0.5439 0.2 -0.1 -0.1
O 2.3007 -2.1487 -0.1645 0.7 -0.2 0.4
C 4.5086 -4.0654 -0.5316 0.0 0.0 0.0
N 5.5555 -4.8210 -0.7358 0.1 0.1 0.0
C 5.1259 -5.8258 -1.5725 -0.1 -0.1 0.0
C 5.8298 -6.9081 -2.0994 0.0 0.0 0.0
C 5.1446 -7.7977 -2.9017 0.0 0.0 0.0
C 3.7805 -7.6277 -3.1793 0.0 0.0 0.0
C 3.0669 -6.5606 -2.6670 0.0 0.1 0.0
C 3.7624 -5.6610 -1.8655 0.1 0.0 0.0
N 3.3963 -4.5113 -1.1967 -0.1 0.0 0.0
H 3.1743 1.4978 2.4135 0.0 0.0 0.0
H 2.5447 0.3102 3.5897 0.0 0.0 0.0
H 1.4275 1.2220 2.5481 0.0 0.0 0.0
H 4.7963 0.0011 2.9253 0.0 0.0 0.0
H 6.5415 -3.3557 0.9208 0.0 0.0 0.0
H 1.6714 -1.5145 0.2152 -0.2 -0.2 -0.1
H 6.8793 -7.0406 -1.8733 0.0 0.0 0.0
H 5.6632 -8.6509 -3.3191 0.0 0.0 0.0
H 3.2760 -8.3533 -3.8046 0.0 0.0 0.0
H 2.0138 -6.4391 -2.8724 -0.1 0.0 0.0
H 2.4840 -4.0902 -1.1303 0.0 0.0 0.0
S 0.1413 3.5458 2.1537 0.1 -0.1 0.0
C -0.0038 4.5502 0.8328 0.0 0.2 0.2
N 1.1322 5.0363 0.2264 -0.1 0.0 -0.1
C 1.1103 5.9201 -0.7937 0.1 0.0 0.0
C -0.0791 6.3564 -1.2606 -0.1 0.0 0.0
C -1.2274 5.7868 -0.6655 0.1 0.0 0.1
N -1.2027 4.9515 0.3398 -0.1 0.0 -0.2
H 2.0043 4.6818 0.5887 0.0 0.0 0.0
H 2.0652 6.2336 -1.1900 0.0 0.0 0.0
H -0.1507 7.0434 -2.0875 0.0 0.0 0.0
H -2.2103 6.0559 -1.0350 0.0 0.0 0.0